No. 1
{"formula": "C72H84F14N19O28S14", "method": "the ωB97M-V functional and the def2-TZVPD basis", "species": ["S", "S", "S", "S", "S", "S", "S", "S", "S", "S", "S", "S", "S", "S", "F", "F", "F", "F", "F", "F", "F", "F", "F", "F", "F", "F", "F", "F", "O", "O", "O", "O", "O", "O", "O", "O", "O", "O", "O", "O", "O", "O", "O", "O", "O", "O", "O", "O", "O", "O", "O", "O", "O", "O", "O", "O", "N", "N", "N", "N", "N", "N", "N", "N", "N", "N", "N", "N", "N", "N", "N", "N", "N", "N", "N", "C", "C", "C", "C", "C", "C", "C", "C", "C", "C", "C", "C", "C", "C", "C", "C", "C", "C", "C", "C", "C", "C", "C", "C", "C", "C", "C", "C", "C", "C", "C", "C", "C", "C", "C", "C", "C", "C", "C", "C", "C", "C", "C", "C", "C", "C", "C", "C", "C", "C", "C", "C", "C", "C", "C", "C", "C", "C", "C", "C", "C", "C", "C", "C", "C", "C", "C", "C", "C", "C", "C", "C", "H", "H", "H", "H", "H", "H", "H", "H", "H", "H", "H", "H", "H", "H", "H", "H", "H", "H", "H", "H", "H", "H", "H", "H", "H", "H", "H", "H", "H", "H", "H", "H", "H", "H", "H", "H", "H", "H", "H", "H", "H", "H", "H", "H", "H", "H", "H", "H", "H", "H", "H", "H", "H", "H", "H", "H", "H", "H", "H", "H", "H", "H", "H", "H", "H", "H", "H", "H", "H", "H", "H", "H", "H", "H", "H", "H", "H", "H", "H", "H", "H", "H", "H", "H"], "coordinates": [[4.737, 0.477, -8.140], [0.897, -1.562, 3.582], [-1.205, -0.623, 2.851], [2.175, 1.683, 1.077], [3.124, 2.435, -0.927], [-1.674, 4.878, -5.354], [-3.934, -3.836, -3.086], [-3.566, -2.040, -1.735], [1.202, -6.449, 3.380], [3.767, -4.421, -3.859], [4.144, -3.912, -1.658], [0.393, 4.611, -4.252], [2.764, -8.280, 3.056], [4.431, 2.540, -9.203], [4.458, -4.815, -5.289], [3.454, 3.821, -1.810], [-2.774, -1.119, 2.801], [1.103, -4.963, 3.987], [4.363, -0.237, -6.800], [5.053, -4.583, -0.566], [-3.219, 4.351, -5.298], [3.185, 3.505, -9.272], [-3.939, -5.470, -2.931], [-2.841, -1.557, -0.323], [1.332, -2.421, 4.864], [0.809, 3.770, -2.953], [4.022, -8.945, 3.943], [0.765, 2.048, 1.687], [5.416, 3.472, -8.842], [4.544, -2.488, -1.418], [1.610, -2.301, 2.515], [1.515, 4.194, -5.110], [0.110, -7.051, 4.182], [3.547, -2.987, -4.218], [1.395, -0.244, 4.021], [-1.306, 4.736, -6.778], [-1.387, 0.729, 3.436], [1.938, 0.330, 0.589], [1.757, -9.281, 3.390], [-2.841, -1.284, -2.735], [-4.894, -1.625, -1.346], [1.055, -6.197, 1.966], [3.385, -8.221, 1.698], [3.139, 1.749, 2.156], [6.158, 0.665, -7.910], [4.484, 2.327, -0.396], [2.833, -4.237, -1.213], [0.510, 5.936, -3.654], [-1.839, 6.237, -4.814], [-0.831, -0.615, 1.445], [2.786, 1.486, -2.005], [-5.356, -3.600, -3.282], [4.334, -0.590, -9.106], [2.562, -5.266, -3.755], [4.514, 1.988, -10.515], [-3.040, -3.739, -4.236], [-3.695, -5.997, 1.284], [7.690, -2.127, -1.842], [5.050, 3.488, -4.967], [-1.692, 3.651, -1.105], [2.537, -6.789, 3.908], [2.120, 2.955, -0.065], [-1.143, 3.881, -4.401], [-3.556, 10.346, -0.340], [4.581, -3.549, 3.650], [0.126, -3.113, -1.288], [-0.805, -1.750, 3.739], [-9.757, 4.830, 1.016], [-6.647, -1.325, 2.630], [0.451, 1.009, -7.007], [-3.236, -3.482, -1.628], [4.170, 2.146, 7.582], [4.822, -4.731, -2.972], [-2.230, -4.674, 8.080], [3.806, 1.655, -7.913], [1.111, -0.991, -5.890], [0.090, -4.019, -0.099], [-3.067, 9.624, 0.683], [4.175, -3.701, 4.970], [-5.713, -2.477, 2.859], [-0.615, 0.457, -4.955], [-6.783, -0.990, 1.334], [-0.902, 4.490, -0.442], [4.219, 2.399, -4.797], [-7.273, -0.711, 3.655], [4.846, -0.082, 7.380], [-10.293, 6.166, 0.793], [7.162, -2.304, -3.083], [6.360, 3.490, -4.654], [4.018, 3.355, 8.390], [-0.495, 1.293, -6.078], [8.275, -3.268, -1.060], [-8.124, 0.948, 1.978], [0.234, -0.664, -4.836], [4.764, 1.077, 8.104], [-3.372, -5.795, 6.260], [-3.375, 8.543, -1.813], [-1.320, 2.211, -1.192], [0.485, -0.957, -2.318], [-2.812, -5.457, 3.881], [-3.191, 5.446, -1.646], [4.816, -4.739, 2.855], [4.385, -1.336, 5.215], [3.659, 2.132, 6.347], [-8.805, 2.259, 1.684], [-3.240, -5.486, 7.585], [-0.113, -2.850, -3.664], [-2.833, 7.734, -0.758], [1.165, -0.117, -7.016], [0.236, -1.477, -3.594], [-2.436, 6.327, -0.908], [4.071, -2.601, 5.742], [-7.556, 0.163, 0.991], [6.104, 1.201, -3.827], [4.403, -0.129, 6.077], [-2.144, -4.364, 9.509], [6.556, 0.012, -3.100], [-9.454, 2.527, 0.401], [6.853, 2.351, -3.971], [4.744, -1.207, 3.889], [7.629, -0.979, -1.185], [-1.274, 5.852, -0.320], [-4.400, -6.251, 0.029], [-2.771, 4.090, -1.752], [-3.666, -7.015, 2.155], [-3.197, -4.761, 1.555], [-0.160, -3.685, -2.524], [-9.092, 4.610, 2.170], [-1.500, -4.426, 5.829], [4.751, 1.299, -4.196], [0.752, 2.007, -8.083], [-8.001, 0.448, 3.353], [4.536, 4.815, -5.519], [6.590, -1.222, -3.718], [4.805, -2.306, 3.109], [-3.239, -6.736, 3.470], [-9.967, 3.820, 0.163], [-2.566, -5.200, 5.332], [-3.860, 11.818, -0.210], [7.016, 0.087, -1.791], [3.805, 0.997, 5.550], [-2.676, 8.335, 0.538], [0.447, -1.785, -1.183], [-3.747, 9.842, -1.591], [-1.285, -4.175, 7.166], [-8.558, 3.364, 2.479], [-2.733, -4.496, 2.856], [3.123, 3.234, 9.002], [7.963, -1.001, -0.158], [-5.104, -2.456, 3.763], [-6.285, -1.645, 0.634], [6.962, 1.064, -1.335], [4.074, -4.722, 5.306], [4.060, 0.485, -4.033], [4.032, -4.971, 2.134], [-3.389, 8.132, -2.812], [-10.381, 4.036, -0.811], [3.203, 2.496, -5.149], [0.537, -3.494, 0.745], [-4.896, 11.932, 0.109], [-2.484, 7.697, 1.388], [-5.098, -2.534, 1.960], [0.671, -1.422, -0.191], [7.833, 2.399, -3.520], [5.181, 1.032, 9.099], [-3.861, -6.991, -0.562], [-7.130, -1.062, 4.667], [7.621, -3.545, -0.233], [5.323, -1.000, 7.689], [-0.142, 2.567, -8.359], [-9.438, 1.690, -0.281], [8.309, -4.138, -1.715], [6.005, -1.327, -4.620], [4.054, 5.363, -4.709], [-6.293, -3.397, 2.922], [-5.395, -6.567, 0.343], [-3.246, 12.085, 0.650], [-4.514, -5.265, -0.424], [3.817, 4.591, -6.306], [-0.517, -4.704, -2.506], [-1.576, -3.454, 9.699], [-0.610, -3.466, 7.622], [-0.662, 2.057, -0.337], [-3.210, -4.101, 0.700], [3.512, 0.982, 4.510], [-2.914, 10.124, 1.628], [-1.339, 0.675, -4.185], [-7.607, 0.517, -0.028], [-7.997, 3.327, 3.402], [-0.952, -4.270, 0.097], [-3.150, -4.117, 9.848], [-4.172, -7.917, 1.844], [-0.957, -3.911, 5.050], [3.734, -2.745, 6.758], [4.883, -0.226, 3.460], [-2.328, -3.513, 3.046], [0.009, 4.091, -0.020], [3.837, 4.222, 7.755], [0.987, -0.004, -2.258], [-0.985, 2.254, -6.128], [-8.488, 0.899, 4.205], [-0.814, 1.992, -2.133], [3.121, 2.975, 5.939], [6.896, 4.427, -4.701], [1.811, -1.814, -5.860], [5.160, -2.212, 2.094], [5.403, 5.364, -5.887], [-1.668, -5.218, 9.990], [-3.632, 12.501, -1.028], [0.618, -4.960, -0.256], [-4.074, 10.497, -2.386], [7.374, -3.223, -3.609], [1.155, 1.541, -8.982], [-4.255, -6.350, 5.979], [9.264, -2.960, -0.721], [-0.275, -3.331, -4.618], [4.960, 3.326, 8.937], [-3.314, -7.558, 4.166], [1.381, 2.792, -7.662], [-4.086, 5.851, -2.094], [-3.905, -5.779, 8.383], [-10.830, 6.421, 1.707], [4.744, -5.566, 3.561], [-11.076, 6.036, 0.045], [-8.925, 5.434, 2.847], [-2.241, 1.685, -0.942], [-9.523, 6.833, 0.405], [2.038, -0.137, -7.652], [5.827, -4.682, 2.452], [-3.217, 3.415, -2.467], [-0.695, 6.442, 0.375]], "charge": 5, "total_energy_ha": -12911.6615, "mol_weight_g_mol": 2378.48, "largest_force_ha_per_bohr": 0.320, "homo_lumo_gap_ev": 3.59}



No. 2
{"formula": "C20H26Cl3FN2O2SiY", "method": "the ωB97M-V functional and the def2-TZVPD basis", "species": ["Y", "Cl", "Cl", "Cl", "Si", "F", "O", "O", "N", "N", "C", "C", "C", "C", "C", "C", "C", "C", "C", "C", "C", "C", "C", "C", "C", "C", "C", "C", "C", "C", "H", "H", "H", "H", "H", "H", "H", "H", "H", "H", "H", "H", "H", "H", "H", "H", "H", "H", "H", "H", "H", "H", "H", "H", "H", "H"], "coordinates": [[0.334, -1.116, 1.254], [2.492, -0.215, 3.892], [-0.411, -1.148, 5.272], [1.677, -3.442, 4.117], [0.913, -1.567, 3.765], [2.649, -0.947, 0.400], [0.817, -2.988, -0.397], [-0.726, -3.863, 0.892], [0.334, 0.413, -0.093], [-1.029, -6.078, -0.329], [0.230, 2.561, 2.912], [0.595, 2.838, 1.445], [3.824, 0.215, -1.319], [-0.039, -5.205, -0.960], [2.690, 1.931, -2.545], [-0.750, 1.348, -0.127], [1.472, 0.721, -0.831], [3.840, 1.190, -2.305], [-1.942, 1.053, -0.820], [-2.953, 2.009, -0.834], [-1.656, 3.484, 0.530], [2.659, 0.017, -0.629], [-1.203, -0.861, -2.426], [1.529, 1.707, -1.826], [-2.812, 3.219, -0.181], [0.076, -3.925, -0.149], [1.140, 4.257, 1.272], [-2.720, -1.277, -0.402], [-2.262, -0.282, -1.481], [-0.617, 2.565, 0.574], [1.112, 2.633, 3.548], [-1.966, -1.418, 0.391], [1.337, 4.472, 0.222], [0.644, 2.299, -2.019], [2.699, 2.701, -3.305], [-1.828, -6.251, -0.925], [-0.646, -6.972, -0.054], [-1.198, -4.755, 0.886], [-3.608, -0.899, 0.104], [0.440, 5.003, 1.650], [4.701, -0.371, -1.077], [-3.609, 3.950, -0.215], [2.072, 4.369, 1.826], [0.949, -5.661, -1.020], [-3.869, 1.796, -1.372], [-3.139, -0.101, -2.106], [-0.310, -4.923, -1.978], [1.395, 2.149, 1.172], [-0.511, 3.279, 3.267], [-1.566, 4.420, 1.067], [-0.364, -1.310, -1.908], [4.740, 1.373, -2.873], [-0.196, 1.557, 3.025], [-2.957, -2.250, -0.836], [-1.661, -1.625, -3.060], [-0.812, -0.081, -3.080]], "charge": 1, "total_energy_ha": -2845.9662, "mol_weight_g_mol": 568.79, "largest_force_ha_per_bohr": 0.062, "homo_lumo_gap_ev": 7.70}



No. 3
{"formula": "C5H13N2", "method": "the ωB97M-V functional and the def2-TZVPD basis", "species": ["N", "N", "C", "C", "C", "C", "C", "H", "H", "H", "H", "H", "H", "H", "H", "H", "H", "H", "H", "H"], "coordinates": [[0.981, 1.995, -0.585], [1.496, -1.292, 1.175], [0.530, 0.671, -0.150], [-0.393, 0.007, -1.038], [-1.530, -0.707, -0.316], [-1.987, 0.254, 0.856], [1.672, -0.211, 0.331], [2.548, 0.288, 0.754], [-2.412, -0.738, -1.011], [1.833, -2.194, 0.714], [1.422, 1.970, -1.509], [-1.300, 0.130, 1.703], [-1.185, -1.695, -0.054], [-0.002, -0.710, -1.766], [1.840, -0.522, -0.776], [-3.050, 0.025, 1.110], [-0.998, 0.729, -1.715], [-1.939, 1.286, 0.394], [1.813, 1.953, 0.064], [0.663, -1.239, 1.817]], "charge": 1, "smiles": "CCCC(=[NH2+])CN", "total_energy_ha": -307.4274, "e_above_lowest_kj_mol": 510.0, "mol_weight_g_mol": 101.17, "largest_force_ha_per_bohr": 0.131, "homo_lumo_gap_ev": 7.16}